# 1
A molecular structure, C16H44ClN4O4Pd2 at a distorted geometry, computed with ωB97M-V/def2-TZVPD.

The geometry in ORCA input format:
```
! RIJCOSX wB97M-V def2-TZVPD def2/J DEFGRID3
* xyz 3 5
Pd -23.5899 -20.6800 19.7739
Pd -18.0112 -22.5704 19.0097
Cl -20.4658 -21.6707 21.3386
C -14.5208 -25.4813 21.6772
C -14.9093 -24.3074 20.7766
C -14.4716 -24.3604 19.2956
O -15.0064 -23.2644 18.7172
C -14.4394 -22.9423 17.4369
N -16.3715 -24.1964 20.8578
H -14.9834 -25.5109 22.6637
H -13.4391 -25.4873 21.8110
H -14.6675 -26.3779 21.0750
H -14.4564 -23.4528 21.2792
H -14.9586 -25.1859 18.7765
H -13.3994 -24.4938 19.1516
H -14.9080 -23.5617 16.6721
H -13.3526 -23.0135 17.3924
H -14.6246 -21.9190 17.1103
H -16.8512 -25.0706 21.0180
H -16.6071 -23.8352 21.7711
C -23.6373 -16.5054 22.9482
C -23.4724 -17.9739 22.6006
C -24.6239 -18.7848 23.2580
O -24.6179 -20.0719 22.6759
C -25.0866 -21.0471 23.5761
N -23.4946 -18.0291 21.1009
H -23.6282 -16.3998 24.0330
H -24.5835 -16.1260 22.5622
H -22.7760 -15.9036 22.6581
H -22.4987 -18.3854 22.8663
H -25.5756 -18.3194 23.0016
H -24.4227 -18.7337 24.3281
H -24.3165 -21.4474 24.2355
H -25.3896 -21.9396 23.0285
H -25.9975 -20.7698 24.1068
H -22.7038 -17.5534 20.6904
H -24.2766 -17.4793 20.7747
C -25.6688 -25.4664 19.7084
C -24.1171 -25.5219 19.6173
C -23.5278 -26.7936 18.9020
O -23.6084 -27.9018 19.7194
C -22.9779 -29.0024 19.1518
N -23.5691 -24.3367 18.8658
H -26.1428 -26.0926 20.4642
H -26.0967 -25.9286 18.8188
H -25.9588 -24.4314 19.8894
H -23.7096 -25.3987 20.6207
H -22.5243 -26.6818 18.4912
H -24.1767 -26.8653 18.0292
H -23.3211 -29.2149 18.1393
H -23.0514 -29.9162 19.7413
H -21.9084 -28.8001 19.0930
H -24.0242 -24.4042 17.9666
H -22.6205 -24.6818 18.8316
C -16.8170 -23.4486 27.2192
C -17.9555 -23.7611 26.2041
C -19.2185 -24.2980 26.8829
O -19.0214 -25.4330 27.7495
C -20.1594 -25.8488 28.5076
N -18.1617 -22.6541 25.3180
H -15.8643 -23.4220 26.6902
H -16.7287 -24.2920 27.9041
H -16.9605 -22.5343 27.7949
H -17.6776 -24.4483 25.4050
H -19.9912 -24.5794 26.1675
H -19.6592 -23.4522 27.4105
H -20.4413 -25.0431 29.1854
H -19.9878 -26.6966 29.1708
H -21.0306 -26.1011 27.9030
H -19.0165 -22.5723 24.7863
H -18.2886 -21.7995 25.8412
*
```

Properties
DFT total energy, Ha: -1870.57285
Gap between HOMO and LUMO (spin up / spin down), eV: 6.168 / 2.536
LUMO level (spin up / spin down), Eh: -0.332 / -0.465
Max |F|, eV/Å: 4.00
Energy above the lowest of the compared OMol25 structures with the same formula, charge and spin, eV: 4.787

Here are the Löwdin charges for atoms 1 to 4, given in e:
1. Pd 0.757
2. Pd 0.771
3. Cl 0.070
4. C -0.050

***

# 2
A molecular structure, CuI2 at a distorted geometry, computed with ωB97M-V/def2-TZVPD.

The geometry in ORCA input format:
```
! RIJCOSX wB97M-V def2-TZVPD def2/J DEFGRID3
* xyz 0 2
Cu -23.3528 -4.4095 -31.9635
I -20.4099 -7.6510 -29.8089
I -24.7783 -0.3447 -32.3802
*
```

Properties
DFT total energy, Ha: -2235.72418
Gap between HOMO and LUMO (spin up / spin down), eV: 4.263 / 3.492
LUMO level (spin up / spin down), Eh: -0.125 / -0.154
Max |F|, eV/Å: 1.09
Energy above the lowest of the compared OMol25 structures with the same formula, charge and spin, eV: 3.406

What are the Löwdin partial charges on each atom? They are as follows, in elementary charge units:
1. Cu 0.562
2. I 0.015
3. I -0.577

***

# 3
C4H6O2 in the gas phase at a distorted geometry, computed with ωB97M-V/def2-TZVPD.

The geometry in ORCA input format:
```
! RIJCOSX wB97M-V def2-TZVPD def2/J DEFGRID3
* xyz 0 1
C -1.2014 -0.4608 -0.6900
C -1.2393 0.1397 0.6996
O -0.6838 -0.3635 1.6586
C 1.9409 0.0181 0.4466
O 1.0837 -0.5597 -0.3050
C 0.1581 0.0725 -1.0518
H -1.9869 -0.0807 -1.3466
H -1.2081 -1.5528 -0.6585
H -1.6076 1.1890 0.7438
H 1.9239 1.1016 0.5508
H 2.6870 -0.6231 0.8928
H 0.2870 1.1610 -1.0556
*
```

Properties
DFT total energy, Ha: -306.33746
Gap between HOMO and LUMO (spin up / spin down), eV: 7.372 / 8.454
LUMO level (spin up / spin down), Eh: -0.007 / 0.019
Max |F|, eV/Å: 1.28
Energy above the lowest of the compared OMol25 structures with the same formula, charge and spin, eV: 4.594

Here are the Löwdin charges for atoms 1 to 4, given in e:
1. C -0.143
2. C -0.287
3. O 0.030
4. C 0.002

***

# 4
A molecular structure, C43H43N14O2S4Sr at a distorted geometry, computed with ωB97M-V/def2-TZVPD.

The geometry in ORCA input format:
```
! RIJCOSX wB97M-V def2-TZVPD def2/J DEFGRID3
* xyz -1 1
Sr -1.2662 0.1927 -0.2127
C 5.7422 0.9309 2.6083
C 4.8951 0.1083 1.6272
C 4.5369 0.9995 0.4420
C 5.7162 -1.0780 1.1038
C 3.6557 -0.4192 2.3501
C 3.8391 -1.2396 3.4785
C 2.7793 -1.7818 4.1720
C 1.4912 -1.4969 3.7331
S -0.0296 -2.0310 4.3596
C -0.8551 -1.1049 3.1067
N -0.0622 -0.4577 2.3102
C 1.2743 -0.6701 2.6275
C 2.3652 -0.1364 1.9337
C -2.3213 -1.1681 2.9979
C -3.0479 -1.6558 4.0950
C -4.4216 -1.7761 4.0078
C -5.0515 -1.4164 2.8172
C -4.3055 -0.9336 1.7509
C -2.9063 -0.7751 1.7776
H 6.6239 1.3284 2.0990
H 6.0840 0.3337 3.4555
H 5.1634 1.7721 2.9968
H 5.4548 1.3515 -0.0363
H 3.9795 1.8753 0.7718
H 3.9485 0.4658 -0.3037
H 6.6059 -0.7164 0.5818
H 5.1228 -1.6666 0.4019
H 6.0421 -1.7342 1.9130
H 4.8441 -1.4673 3.8122
H 2.9479 -2.4176 5.0320
H 2.1696 0.4779 1.0658
H -2.5509 -1.9247 5.0235
H -4.9949 -2.1459 4.8495
H -6.1286 -1.5199 2.7288
H -4.8450 -0.6705 0.8431
C 1.8040 3.5622 -1.1285
C 1.7059 3.6009 0.3583
N 0.8502 2.9245 1.0598
C 1.0404 3.1266 2.4112
C 2.0597 3.9661 2.7334
S 2.7778 4.5760 1.3054
C 0.1500 2.4867 3.3892
C 0.5341 1.8685 4.5368
S -0.8540 1.3030 5.3677
C -1.8669 2.0110 4.1518
N -1.2037 2.5505 3.1809
C -3.3566 2.0106 4.2398
H 2.1866 2.5903 -1.4456
H 2.4648 4.3435 -1.5025
H 0.8104 3.6800 -1.5603
H 2.3540 4.2914 3.7170
H 1.5364 1.6605 4.8746
H -3.7002 2.7542 4.9627
H -3.7377 1.0327 4.5322
H -3.7497 2.2559 3.2555
N -0.6142 -3.8238 -6.4961
C -0.1465 -3.1533 -5.3699
C -0.9994 -2.9714 -4.2781
C -0.5785 -2.2440 -3.1873
C 0.7104 -1.7265 -3.1431
C 1.5864 -1.9472 -4.1937
C 1.1643 -2.6701 -5.2950
S 1.1160 -0.6565 -1.8136
O 2.5464 -0.4786 -1.7688
O 0.5229 -1.2717 -0.6102
N 0.3100 0.6976 -1.9402
C 0.0905 1.3596 -3.1115
N -0.8133 2.3564 -3.0203
C -1.1342 2.9702 -4.1448
C -0.5765 2.6436 -5.3725
C 0.3775 1.6457 -5.3454
N 0.7329 1.0132 -4.2349
H -1.6018 -3.6657 -6.6506
H -0.0831 -3.6328 -7.3315
H -2.0102 -3.3591 -4.3115
H -1.2759 -2.0710 -2.3789
H 2.5806 -1.5237 -4.1542
H 1.8395 -2.8263 -6.1289
H -1.8746 3.7605 -4.0598
H -0.8679 3.1380 -6.2868
H 0.8896 1.3358 -6.2518
N -3.0800 0.1016 -2.0927
C -3.0971 -0.0493 -3.2545
N -3.0522 -0.0935 -4.5360
C -3.3288 -1.1449 -5.2717
N -3.5515 -2.0094 -6.0150
N -3.7796 2.5156 -0.7846
C -4.4120 3.6859 -0.9575
C -3.7882 4.5991 -0.1357
C -2.7683 3.8654 0.4946
N -2.7694 2.6017 0.0945
H -3.8892 1.6429 -1.2995
H -5.2408 3.7787 -1.6388
H -4.0339 5.6389 -0.0064
H -2.0470 4.1780 1.2296
C 0.0763 -4.7689 -0.8891
N -1.0394 -4.4177 -0.0126
C -0.6541 -3.8971 1.2987
C -2.1032 -3.8564 -0.5889
N -3.0323 -3.3802 -1.0867
H 0.6451 -5.5706 -0.4166
H 0.7332 -3.9108 -1.0580
H -0.3050 -5.1181 -1.8460
H -0.1317 -4.6816 1.8472
H -1.5466 -3.6065 1.8486
H 0.0046 -3.0289 1.1962
*
```

Properties
DFT total energy, Ha: -4205.14300
Gap between HOMO and LUMO, eV: 6.999
LUMO level, Eh: 0.076
Max |F|, eV/Å: 3.13
Energy above the lowest of the compared OMol25 structures with the same formula, charge and spin, eV: 0.349

Here are the Löwdin charges for atoms 1 to 4, given in e:
1. Sr 1.308
2. C -0.049
3. C -0.551
4. C -0.054

***

# 5
2 unconnected molecules or ions with the total composition C9H7ClNO4 at a distorted geometry, computed with ωB97M-V/def2-TZVPD.

The geometry in ORCA input format:
```
! RIJCOSX wB97M-V def2-TZVPD def2/J DEFGRID3
* xyz -1 1
C -2.7889 -0.0949 -1.0278
C -2.5760 1.1609 -0.3300
C -1.9323 -1.1706 -0.9155
C -1.4114 1.2600 0.4192
C -0.9052 -1.1032 -0.0411
C -0.6946 0.0398 0.7503
C 3.1202 -1.2711 0.2352
C 0.4043 0.2632 1.6808
C 2.2590 0.2351 0.2432
N 1.4653 0.4222 -0.9399
O 3.7234 -1.3286 -0.7839
O 2.9390 -1.9376 1.2059
O 1.1883 1.5386 -1.3115
O 1.0323 -0.5825 -1.5030
Cl 3.1015 1.6506 0.7575
H -3.6343 -0.1229 -1.7028
H -3.2792 1.9830 -0.4646
H -2.1954 -2.0910 -1.4141
H -1.0412 2.1961 0.8988
H -0.1985 -1.9488 0.0119
H 0.8435 -0.4123 2.3476
H 0.5802 1.3142 1.8839
*
```

Properties
DFT total energy, Ha: -1162.95035
Gap between HOMO and LUMO, eV: 7.206
LUMO level, Eh: 0.103
Max |F|, eV/Å: 3.75
Energy above the lowest of the compared OMol25 structures with the same formula, charge and spin, eV: 0.000

Here are the Löwdin charges for atoms 1 to 4, given in e:
1. C -0.090
2. C -0.080
3. C -0.117
4. C -0.053